# C44H72AsF6N8O6S3

A molecular structure, C44H72AsF6N8O6S3 (ωB97M-V/def2-TZVPD, OMol25).

Calculated values
LUMO energy	0.073	hartree
HOMO	-6.17	eV
gap between HOMO and LUMO	8.1717	eV
largest force on an atom	2.22	eV/A
DFT total energy	-6638.991860	hartree
net charge	-1
energy relative to the best compared isomer or geometry (same formula, charge and spin)	0.0	kJ/mol

Cartesian coordinates (Å):
As: -0.299 0.571 -0.249
F: 1.432 0.211 -0.156
F: -0.511 0.224 1.457
F: -2.019 0.911 -0.376
F: -0.151 0.919 -1.965
F: -0.530 -1.106 -0.615
F: 0.028 2.225 0.159
C: -6.307 0.294 -4.495
C: -5.581 0.153 -3.157
C: -4.516 1.212 -2.873
C: -3.714 1.559 -4.061
N: -3.034 1.785 -4.960
H: -7.128 -0.420 -4.569
H: -5.637 0.153 -5.340
H: -6.799 1.270 -4.535
H: -5.200 -0.864 -3.049
H: -6.285 0.259 -2.327
H: -3.836 0.906 -2.077
H: -4.960 2.140 -2.506
C: 2.740 5.556 2.403
C: 1.501 4.965 1.688
C: 0.733 5.944 0.802
C: 1.661 6.724 -0.020
N: 2.419 7.312 -0.649
H: 2.818 4.993 3.342
H: 2.535 6.540 2.828
H: 3.655 5.419 1.840
H: 0.864 4.392 2.356
H: 1.889 4.231 0.975
H: 0.197 6.743 1.323
H: 0.091 5.337 0.164
C: 0.193 -4.229 3.316
C: -0.411 -3.336 2.215
C: -1.841 -2.891 2.482
C: -1.991 -2.146 3.746
N: -2.076 -1.549 4.719
H: 0.358 -3.645 4.221
H: 1.179 -4.589 3.022
H: -0.464 -5.095 3.418
H: -0.301 -3.835 1.252
H: 0.270 -2.481 2.178
H: -2.549 -3.720 2.453
H: -2.169 -2.161 1.735
C: 4.726 -0.620 -0.413
C: 4.649 -2.037 0.146
C: 3.268 -2.653 -0.017
C: 3.145 -4.056 0.364
N: 3.043 -5.150 0.698
H: 3.808 -0.067 -0.197
H: 4.847 -0.555 -1.499
H: 5.585 -0.054 -0.048
H: 4.931 -2.005 1.202
H: 5.445 -2.634 -0.305
H: 2.884 -2.461 -1.013
H: 2.594 -2.152 0.689
C: -0.691 1.973 4.418
C: -2.219 2.135 4.546
C: -2.504 2.261 6.043
S: -1.245 3.411 6.669
O: -0.721 2.896 7.929
O: -1.691 4.789 6.583
C: -0.053 3.058 5.311
H: -0.399 2.214 3.399
H: -0.481 0.949 4.721
H: -2.688 1.243 4.135
H: -2.528 3.084 4.103
H: -2.201 1.370 6.595
H: -3.511 2.606 6.260
H: 0.909 2.863 5.774
H: -0.036 3.985 4.742
C: 3.929 1.078 3.027
C: 2.491 1.045 3.577
C: 2.004 -0.368 3.483
S: 3.398 -1.357 4.166
O: 3.645 -2.621 3.502
O: 3.230 -1.300 5.613
C: 4.666 -0.078 3.712
H: 4.320 2.049 3.331
H: 3.939 0.960 1.946
H: 1.830 1.717 3.032
H: 2.546 1.352 4.624
H: 1.898 -0.635 2.426
H: 1.049 -0.602 3.950
H: 5.302 -0.600 2.999
H: 5.151 0.077 4.672
C: 1.005 -1.211 -4.494
C: 1.487 -1.882 -5.774
C: 2.441 -3.001 -5.321
S: 3.509 -2.139 -4.139
O: 4.378 -1.260 -4.897
O: 4.029 -3.006 -3.102
C: 2.145 -1.139 -3.486
H: 0.147 -1.775 -4.132
H: 0.571 -0.221 -4.658
H: 2.031 -1.203 -6.435
H: 0.693 -2.286 -6.404
H: 3.101 -3.421 -6.080
H: 1.909 -3.815 -4.826
H: 2.502 -0.164 -3.166
H: 1.855 -1.715 -2.605
N: -4.297 0.357 1.288
C: -5.188 -0.268 0.467
C: -6.428 0.327 0.635
C: -6.308 1.248 1.705
C: -4.985 1.256 2.065
H: -3.296 0.270 1.280
H: -4.864 -0.994 -0.263
H: -7.288 0.006 0.069
H: -7.080 1.885 2.098
H: -4.416 1.815 2.791
N: -0.623 -3.992 -3.141
C: 0.183 -4.173 -2.052
C: 0.984 -5.244 -2.290
C: 0.624 -5.810 -3.536
C: -0.395 -5.015 -4.033
H: -1.374 -3.322 -3.264
H: 0.055 -3.552 -1.179
H: 1.735 -5.645 -1.626
H: 1.030 -6.690 -4.006
H: -1.046 -5.084 -4.891
N: -2.989 -1.811 -4.379
C: -2.481 -1.432 -3.171
C: -3.004 -2.253 -2.212
C: -3.958 -3.079 -2.822
C: -3.858 -2.868 -4.197
H: -2.761 -1.464 -5.294
H: -1.799 -0.598 -3.100
H: -2.789 -2.168 -1.158
H: -4.548 -3.859 -2.369
H: -4.314 -3.306 -5.068
N: 2.441 2.766 -1.692
C: 3.444 3.384 -1.006
C: 3.737 4.556 -1.669
C: 2.995 4.604 -2.856
C: 2.104 3.546 -2.771
H: 1.894 1.963 -1.424
H: 3.807 3.020 -0.058
H: 4.421 5.317 -1.323
H: 2.995 5.365 -3.615
H: 1.318 3.194 -3.423

Cartesian forces, eV/Å:
0.1 0.0 -0.1
-0.5 0.4 0.1
0.0 0.0 -0.3
0.5 -0.3 0.1
0.2 0.0 0.5
-0.3 -0.1 0.0
0.0 -0.2 -0.1
-0.4 0.2 0.6
-0.5 -0.2 0.3
0.3 0.4 -0.3
0.3 -0.3 0.4
-0.2 0.0 -0.1
0.2 -0.2 0.0
0.0 0.1 -0.1
0.2 0.1 -0.3
0.3 0.2 -0.1
-0.2 -0.1 -0.1
0.1 -0.1 -0.1
-0.2 0.0 -0.1
-1.4 -0.9 1.5
1.3 0.0 -0.6
0.2 0.4 0.0
0.1 -0.5 -0.3
0.0 0.3 0.0
0.5 -0.3 -0.2
0.4 0.4 -0.7
0.1 0.5 -0.1
-0.3 0.3 0.1
-0.1 -0.2 0.1
-0.4 -0.5 0.3
-0.3 0.4 -0.1
-0.3 0.1 -0.8
1.4 0.0 0.6
-0.2 0.7 -0.1
0.2 -0.7 -0.5
0.0 0.4 0.4
-0.4 -0.3 0.3
0.0 0.0 -0.2
0.1 0.0 0.6
-0.4 0.0 -0.1
-0.4 0.3 -0.3
0.0 -0.1 0.2
0.1 -0.2 -0.3
-0.2 0.4 -0.5
1.1 0.2 0.1
-0.3 0.4 0.7
0.3 0.0 -0.3
-0.1 -0.1 0.0
0.1 0.1 0.2
-0.2 -0.5 0.0
-0.1 -0.1 0.4
-0.3 -0.1 0.1
-0.3 -0.2 -0.2
0.0 -0.4 -0.1
0.0 0.2 -0.2
-0.4 0.8 0.4
0.6 0.3 0.8
0.7 0.0 0.0
0.3 -0.5 0.1
-0.4 0.5 -0.8
0.1 -0.4 0.0
-0.8 0.2 0.3
0.1 -0.6 -0.1
0.5 0.1 -0.1
-0.3 0.3 -0.2
-0.2 -0.3 -0.5
-0.5 -0.3 -0.1
0.1 0.0 0.3
0.0 -0.2 -0.1
0.2 0.1 0.1
-0.5 0.1 1.1
0.2 0.3 0.1
0.2 -1.2 -0.8
-0.7 1.3 0.4
-0.2 0.6 0.2
0.3 -0.3 -0.7
-0.4 -1.3 -0.5
0.4 -0.1 -0.4
0.1 0.0 0.0
0.0 0.0 0.0
-0.2 0.1 0.0
0.1 -0.1 0.0
0.2 -0.1 0.4
0.4 0.1 0.2
0.2 0.5 -0.2
-0.8 0.8 -0.4
0.7 -0.4 -0.7
0.3 0.1 0.0
-0.9 0.5 -0.2
0.1 -0.5 0.3
0.1 0.3 -0.5
0.0 -1.1 0.8
0.4 -0.3 0.4
0.3 0.1 -0.3
0.1 0.1 0.2
-0.2 -0.1 0.3
-0.1 0.1 -0.1
0.1 0.1 0.2
0.0 0.1 -0.3
0.0 0.3 0.2
-0.9 0.0 0.6
-0.1 0.6 -0.7
0.6 -1.1 0.1
0.2 0.3 -0.3
0.7 0.1 0.1
0.0 -0.1 -0.1
0.0 0.0 0.0
-0.2 0.2 0.2
0.0 0.0 0.1
-0.3 0.1 0.0
-0.1 -1.0 -0.6
-0.4 0.8 0.2
0.6 -0.9 0.3
-0.8 0.6 -0.4
0.1 0.2 0.2
0.3 -0.2 0.5
0.2 0.1 -0.1
-0.1 0.2 0.1
0.1 0.0 0.0
0.3 -0.1 -0.2
-0.5 -1.0 0.1
0.5 0.6 -0.4
-0.5 0.9 0.8
0.2 -1.1 -1.5
0.0 0.7 0.7
0.2 0.4 0.1
0.1 -0.1 0.1
0.0 0.0 0.0
0.0 0.0 0.1
-0.2 -0.2 0.2
-0.4 0.6 -0.5
-0.1 0.4 0.3
1.2 -0.2 0.4
-1.5 -0.4 0.3
0.5 -0.7 -0.5
0.3 0.1 0.2
0.0 -0.1 -0.1
0.1 -0.2 -0.1
0.0 0.1 0.0
0.1 0.2 -0.1